[1]
Below is the molecule C10H15O2PS, with properties calculated with wB97M-V/def2-TZVPD.

CARTESIAN COORDINATES (ANGSTROEM)
C (-3.96139, 0.64997, 1.33211)
C (-3.36916, -0.37454, 0.43416)
S (-4.19554, -1.77142, 0.13915)
O (-2.23111, -0.13144, -0.23889)
P (-1.18651, 1.16008, -0.30710)
C (-1.16928, 1.58659, -2.12509)
O (-1.50636, 2.26157, 0.61608)
C (0.37136, 0.24522, 0.12083)
C (0.51535, -1.07196, -0.10491)
C (1.92049, -1.63027, 0.19607)
C (2.66786, -1.60525, -1.17878)
C (2.75263, -0.88872, 1.21663)
C (2.58105, 0.51664, 1.04467)
C (1.47155, 1.10232, 0.55676)
H (-5.05377, 0.36982, 1.36060)
H (-3.58543, 0.59209, 2.27655)
H (-3.79429, 1.69141, 0.95221)
H (-2.12728, 1.48858, -2.63134)
H (-0.92987, 2.70116, -2.08926)
H (-0.37217, 0.93175, -2.55679)
H (-0.31087, -1.66334, -0.22067)
H (1.71854, -2.58290, 0.61548)
H (3.69061, -1.88321, -0.82398)
H (2.58892, -0.54427, -1.63832)
H (2.24547, -2.32022, -1.90342)
H (3.78002, -1.03633, 0.86751)
H (2.61223, -0.99046, 2.27047)
H (3.38334, 1.09479, 1.42712)
H (1.49357, 2.10234, 0.39213)

Computed properties:
multiplicity: 1
orbital gap: 8.957 eV
molar mass: 230.27 g/mol
max |F|: 4.401 eV/A
SMILES string: CC(=S)O[P@@](C)(=O)C1=C[C@@H](C)CC=C1
energy above the lowest of the compared OMol25 structures with the same formula, charge and spin: 0.0 kcal per mole
highest occupied orbital energy: -8.6 eV


[2]
Below is the molecule C10H15PS, with properties calculated with wB97M-V/def2-TZVPD.

CARTESIAN COORDINATES (ANGSTROEM)
C (4.31397, 0.80904, 0.04877)
C (4.31418, -0.52667, -0.37207)
C (3.09371, 1.44592, 0.47905)
C (3.09294, -1.20681, -0.35510)
C (1.93251, 0.72638, 0.51775)
C (1.95351, -0.61999, 0.11795)
C (-3.57238, 0.33909, 0.97690)
C (-1.83080, 1.21808, -0.62406)
C (-2.42034, -1.18817, -1.07312)
C (-2.26024, -0.12949, 0.06089)
P (-0.88232, -0.65640, 1.28406)
S (0.62019, -1.72893, 0.32385)
H (5.28064, 1.39766, -0.09114)
H (5.07266, -0.81436, -0.99615)
H (3.17212, 2.51658, 0.89077)
H (2.93564, -2.16138, -0.75357)
H (0.97919, 1.13163, 0.84803)
H (-3.85373, -0.64276, 1.28132)
H (-3.19189, 0.98091, 1.79527)
H (-4.32869, 0.91786, 0.32009)
H (-0.99700, 1.22563, -1.15557)
H (-1.91812, 1.83019, 0.28406)
H (-2.71906, 1.45093, -1.30230)
H (-1.47967, -1.51427, -1.54804)
H (-2.94571, -2.16695, -0.63750)
H (-2.97471, -0.75160, -1.93173)
H (-1.38661, -1.88211, 1.61158)

Computed properties:
multiplicity: 3
orbital gap (alpha / beta): 5.174 / 6.544 eV
molar mass: 198.27 g/mol
⟨S²⟩: 2.010
max |F|: 6.620 eV/A
energy above the lowest of the compared OMol25 structures with the same formula, charge and spin: 29.3 kcal per mole
highest occupied orbital energy (alpha / beta): -4.5 / -9.0 eV


[3]
Below is a 2-piece molecular cluster, C10H16 overall, with properties calculated with wB97M-V/def2-TZVPD.

CARTESIAN COORDINATES (ANGSTROEM)
C (1.19471, 2.91336, -0.42876)
C (2.01961, 2.47558, 0.82828)
C (0.11940, 1.88274, -0.82568)
H (0.72364, 3.89635, -0.37409)
H (1.89819, 3.02843, -1.29325)
H (2.86494, 1.86606, 0.52632)
H (0.00439, 1.76206, -1.91411)
H (0.16560, 0.97041, -0.21676)
H (-0.90242, 2.14292, -0.50960)
H (2.38242, 3.35282, 1.35474)
H (1.28049, 1.86639, 1.32279)
C (-0.48268, -1.74657, -2.26504)
C (-0.49807, -1.42214, -0.80255)
C (-1.76389, -1.02413, -0.25557)
C (0.55764, -1.69072, 0.04886)
C (-1.80861, -0.76779, 1.12527)
C (0.64715, -1.18115, 1.35097)
C (-0.64707, -0.81642, 1.87189)
H (0.58298, -1.53417, -2.48965)
H (-0.97619, -1.00345, -2.90964)
H (-2.65664, -0.91046, -0.85411)
H (1.36424, -2.22185, -0.47683)
H (-2.76906, -0.54426, 1.55244)
H (1.59685, -0.95049, 1.81054)
H (-0.61890, -0.50065, 2.91834)
H (-0.66805, -2.76663, -2.62847)

Computed properties:
multiplicity: 2
orbital gap (alpha / beta): 3.100 / 7.185 eV
charge: -1
molar mass: 136.24 g/mol
⟨S²⟩: 0.761
max |F|: 2.845 eV/A
energy above the lowest of the compared OMol25 structures with the same formula, charge and spin: 25.4 kcal per mole
highest occupied orbital energy (alpha / beta): 0.8 / -3.3 eV


[4]
Below is a 2-piece molecular cluster, C10H16 overall, with properties calculated with wB97M-V/def2-TZVPD.

CARTESIAN COORDINATES (ANGSTROEM)
C (3.32528, 1.49400, -0.78832)
C (2.57754, 2.83188, -1.42524)
C (4.13904, 0.74534, -1.77235)
H (3.71685, 1.85555, 0.18260)
H (2.48149, 0.93890, -0.28269)
H (3.32251, 3.60937, -1.47256)
H (4.74353, 1.63325, -2.13242)
H (1.75695, 2.89784, -0.77922)
H (2.33973, 2.53768, -2.47575)
H (4.85460, 0.04338, -1.25351)
H (3.50244, 0.36456, -2.54113)
C (-3.68020, -2.24591, 0.50550)
C (-0.41073, -0.59512, -0.30330)
C (-0.31502, 0.29233, 0.70830)
C (-1.43026, -1.59505, -0.27273)
C (-2.39549, -1.48320, 0.69124)
C (-1.25999, 0.32563, 1.78797)
C (-2.25634, -0.55771, 1.79296)
H (0.27289, -0.71863, -1.23380)
H (0.61296, 0.93394, 0.79402)
H (-1.45958, -2.32582, -1.02342)
H (-1.01068, 1.07756, 2.55941)
H (-4.06454, -2.48095, 1.53202)
H (-3.37198, -3.24516, 0.08960)
H (-3.08221, -0.65874, 2.58486)
H (-4.37788, -1.73591, -0.09210)

Computed properties:
multiplicity: 2
orbital gap (alpha / beta): 2.324 / 9.306 eV
charge: -1
molar mass: 136.24 g/mol
⟨S²⟩: 0.750
max |F|: 4.669 eV/A
energy above the lowest of the compared OMol25 structures with the same formula, charge and spin: 42.0 kcal per mole
highest occupied orbital energy (alpha / beta): 1.3 / -5.6 eV


[5]
Below is a 2-piece molecular cluster, C10H16 overall, with properties calculated with wB97M-V/def2-TZVPD.

CARTESIAN COORDINATES (ANGSTROEM)
C (2.27395, -0.17629, 1.41304)
C (2.57688, 1.27923, 1.83846)
C (3.26589, -0.62590, 0.34715)
H (2.33865, -0.81553, 2.29283)
H (1.25253, -0.14925, 1.01225)
H (3.11137, 1.79903, 1.04514)
H (4.29490, -0.40307, 0.65137)
H (3.17226, 1.25930, 2.76413)
H (1.67206, 1.82214, 2.13122)
H (3.17710, -1.69111, 0.11898)
H (3.11784, -0.06050, -0.56985)
C (-1.81013, -2.31757, -1.35005)
C (-1.55317, 1.50180, -1.57910)
C (-2.30645, 1.88941, -0.49409)
C (-1.15495, 0.12018, -1.70530)
C (-1.86628, -0.85192, -0.97056)
C (-2.78020, 0.93978, 0.41741)
C (-2.64996, -0.45463, 0.09466)
H (-1.27487, 2.21024, -2.35140)
H (-2.54281, 2.95259, -0.38122)
H (-0.38478, -0.12933, -2.42505)
H (-3.28720, 1.21568, 1.33830)
H (-1.97370, -2.92473, -0.45907)
H (-0.85409, -2.63100, -1.77768)
H (-3.21387, -1.19393, 0.66427)
H (-2.60094, -2.56458, -2.06584)

Computed properties:
multiplicity: 2
orbital gap (alpha / beta): 2.880 / 7.015 eV
charge: -1
molar mass: 136.24 g/mol
⟨S²⟩: 0.759
max |F|: 1.065 eV/A
energy above the lowest of the compared OMol25 structures with the same formula, charge and spin: 5.9 kcal per mole
highest occupied orbital energy (alpha / beta): 0.8 / -3.4 eV


[6]
Below is a 2-piece molecular cluster, C10H16 overall, with properties calculated with wB97M-V/def2-TZVPD.

CARTESIAN COORDINATES (ANGSTROEM)
C (0.02031, -3.39743, -0.22844)
C (1.54155, -3.45943, -0.39598)
C (-0.45205, -1.97405, -0.17762)
C (-0.78513, -1.31071, -1.39532)
C (-0.40801, -1.25239, 0.98334)
C (-1.21978, 0.05404, -1.37697)
C (-0.81424, 0.10632, 1.06229)
C (-1.29906, 0.69749, -0.15127)
H (-0.42285, -3.95675, -1.05605)
H (-0.19851, -3.92609, 0.70542)
H (2.07078, -3.00644, 0.45017)
H (-0.65400, -1.76073, -2.37435)
H (-0.16194, -1.78629, 1.90010)
H (-1.43308, 0.61272, -2.27877)
H (-0.80043, 0.66926, 1.98404)
H (-1.79924, 1.65593, -0.08502)
H (2.04514, -3.22986, -1.34309)
H (2.01017, -4.47535, -0.33181)
C (0.74346, 3.90307, -0.09001)
C (-0.10261, 3.58559, 1.13649)
H (1.28697, 2.98636, -0.35172)
H (0.18848, 4.05749, -1.02003)
H (1.42961, 4.74664, -0.09227)
H (0.23735, 4.14127, 2.02203)
H (0.14414, 2.59158, 1.51806)
H (-1.16705, 3.72775, 0.98680)

Computed properties:
multiplicity: 2
orbital gap (alpha / beta): 2.955 / 7.148 eV
charge: -1
molar mass: 136.24 g/mol
⟨S²⟩: 0.760
max |F|: 2.601 eV/A
energy above the lowest of the compared OMol25 structures with the same formula, charge and spin: 18.3 kcal per mole
highest occupied orbital energy (alpha / beta): 0.9 / -3.4 eV


Look up the max |F| of the second one. 6.620 eV/A


molar mass of number 6 (C10H16)? 136.24 g/mol


Number 5 is which compound? C10H16


Please write out number 4 again, unchanged.
Below is a 2-piece molecular cluster, C10H16 overall, with properties calculated with wB97M-V/def2-TZVPD.

CARTESIAN COORDINATES (ANGSTROEM)
C (3.32528, 1.49400, -0.78832)
C (2.57754, 2.83188, -1.42524)
C (4.13904, 0.74534, -1.77235)
H (3.71685, 1.85555, 0.18260)
H (2.48149, 0.93890, -0.28269)
H (3.32251, 3.60937, -1.47256)
H (4.74353, 1.63325, -2.13242)
H (1.75695, 2.89784, -0.77922)
H (2.33973, 2.53768, -2.47575)
H (4.85460, 0.04338, -1.25351)
H (3.50244, 0.36456, -2.54113)
C (-3.68020, -2.24591, 0.50550)
C (-0.41073, -0.59512, -0.30330)
C (-0.31502, 0.29233, 0.70830)
C (-1.43026, -1.59505, -0.27273)
C (-2.39549, -1.48320, 0.69124)
C (-1.25999, 0.32563, 1.78797)
C (-2.25634, -0.55771, 1.79296)
H (0.27289, -0.71863, -1.23380)
H (0.61296, 0.93394, 0.79402)
H (-1.45958, -2.32582, -1.02342)
H (-1.01068, 1.07756, 2.55941)
H (-4.06454, -2.48095, 1.53202)
H (-3.37198, -3.24516, 0.08960)
H (-3.08221, -0.65874, 2.58486)
H (-4.37788, -1.73591, -0.09210)

Computed properties:
multiplicity: 2
orbital gap (alpha / beta): 2.324 / 9.306 eV
charge: -1
molar mass: 136.24 g/mol
⟨S²⟩: 0.750
max |F|: 4.669 eV/A
energy above the lowest of the compared OMol25 structures with the same formula, charge and spin: 42.0 kcal per mole
highest occupied orbital energy (alpha / beta): 1.3 / -5.6 eV